(1)
C29H38N4O2P2Pt | ωB97M-V/def2-TZVPD

Each line ends with the Löwdin spin population.
Positions of all 76 atoms, in Å:
Pt (0.09535, -0.67040, 3.97482)  0.383
C (-1.17431, 1.51738, 4.10757)  0.360
C (-1.43064, 0.54192, 3.09613)  0.217
C (-1.00889, 0.79696, 1.66927)  0.043
C (0.30914, 0.21138, 1.14103)  0.034
C (1.31881, -0.03943, 2.22883)  0.107
C (1.59083, 0.93089, 3.21646)  0.012
C (1.07117, 2.35042, 3.17938)  0.004
C (-0.20907, 2.62999, 4.03410)  0.068
C (1.48698, -1.69064, 4.96923)  0.221
H (-1.92368, 1.59426, 4.89356)  0.021
H (-2.37767, 0.00129, 3.20888)  0.012
H (-0.96087, 1.88260, 1.58568)  0.003
H (-1.83287, 0.38540, 1.07077)  0.004
H (0.13695, -0.72556, 0.58695)  0.002
H (0.73024, 0.88974, 0.37308)  0.009
H (2.10632, -0.77246, 2.02139)  0.005
H (2.49129, 0.77012, 3.81960)  0.003
H (0.90103, 2.69760, 2.14935)  0.000
H (1.87381, 2.99526, 3.56503)  0.000
H (0.11699, 2.87414, 5.06311)  0.008
H (-0.69701, 3.56892, 3.69127)  0.029
H (1.48682, -1.35708, 6.02063)  0.026
H (2.47551, -1.52146, 4.50645)  0.009
H (1.18296, -2.75453, 4.92132)  0.028
P (1.65142, -1.08015, -1.80468)  0.000
P (-2.01177, -0.54035, -1.59367)  0.001
N (3.05561, -0.10159, -2.19723)  0.000
N (2.22313, -2.32869, -2.97651)  0.000
N (-2.21760, 1.25136, -1.95440)  0.000
N (-3.56138, -0.91204, -2.28899)  0.000
C (0.46228, -0.21716, -2.95954)  0.000
C (-0.90538, -0.91694, -3.07132)  0.000
C (3.87334, 0.42422, -1.17545)  0.000
C (4.80364, 1.28447, -1.74945)  0.000
C (4.58741, 1.26415, -3.17777)  0.000
C (3.51294, 0.41774, -3.41563)  0.000
C (2.37155, -3.67191, -2.60485)  0.000
C (2.75348, -4.40949, -3.71899)  0.000
C (2.82982, -3.50006, -4.82290)  0.000
C (2.48282, -2.24445, -4.34477)  0.000
C (-1.86298, 2.14467, -0.93271)  0.003
C (-1.89488, 3.44888, -1.39442)  0.000
C (-2.20093, 3.37601, -2.79294)  0.000
C (-2.33603, 2.01785, -3.11671)  0.000
C (-4.32293, -0.25727, -3.27368)  0.000
C (-5.25700, -1.13865, -3.78982)  0.000
C (-5.10683, -2.38028, -3.07707)  0.000
C (-4.08154, -2.21870, -2.16427)  0.000
H (0.93190, -0.19334, -3.95426)  0.000
H (0.35715, 0.82585, -2.59530)  0.000
H (-1.42457, -0.60275, -4.00596)  0.000
H (-0.77236, -2.02310, -3.09715)  0.000
H (3.67987, 0.13233, -0.14565)  0.000
H (5.53788, 1.89172, -1.22792)  0.000
H (5.12273, 1.80686, -3.95451)  0.000
H (3.06767, 0.20073, -4.37490)  0.000
H (2.13995, -3.95825, -1.58671)  0.000
H (2.92911, -5.47349, -3.76391)  0.000
H (3.06773, -3.71345, -5.86391)  0.000
H (2.36017, -1.35309, -4.93913)  0.000
H (-1.53756, 1.77537, 0.00825)  0.002
H (-1.69817, 4.31383, -0.76777)  0.000
H (-2.28343, 4.22179, -3.47087)  0.000
H (-2.52944, 1.57270, -4.08102)  0.000
H (-4.18628, 0.77912, -3.52519)  0.000
H (-5.96137, -0.90397, -4.57898)  0.000
H (-5.70286, -3.26899, -3.24057)  0.000
H (-3.65046, -2.89068, -1.42570)  0.000
C (-0.41050, 0.57546, 7.11881)  0.011
O (-1.18704, -0.59673, 6.63070)  0.062
C (-1.33672, -0.98180, 5.34985)  0.154
O (-2.37918, -1.51380, 4.98753)  0.150
H (-0.68606, 0.65070, 8.16200)  0.002
H (-0.71930, 1.49557, 6.62063)  0.003
H (0.66377, 0.41309, 7.02553)  0.002

Forces on atoms 1 to 2 (eV/Å):
-0.661 1.524 0.843
-0.594 -0.161 0.302

Results
Multiplicity: 3
Electronic energy, eV: -62562.0727
⟨S²⟩: 2.021
Orbital gap (alpha / beta), eV: 5.461 / 5.657
LUMO (alpha / beta), eV: 0.1 / -2.7
Net charge: 0

---

(2)
C29H38N4O2P2Re | ωB97M-V/def2-TZVPD

Each line ends with the Löwdin spin population.
Positions of all 76 atoms, in Å:
Re (-0.25423, -0.29581, -3.43500)  0.807
C (-0.19044, -1.44820, -1.46524)  -0.025
C (0.68379, -1.97287, -2.47073)  -0.008
C (0.40315, -3.29985, -3.13906)  -0.005
C (-1.06123, -3.42843, -3.56647)  -0.006
C (-1.64717, -2.12319, -4.05653)  -0.028
C (-2.21248, -1.11107, -3.20485)  0.025
C (-2.65612, -1.41558, -1.76613)  -0.001
C (-1.49525, -2.01726, -0.96940)  -0.001
C (-1.02663, 1.10689, -2.17383)  0.001
H (0.22993, -0.83643, -0.64545)  -0.001
H (1.77496, -1.77031, -2.34055)  0.003
H (0.72221, -4.12147, -2.48040)  -0.001
H (1.04403, -3.39243, -4.03984)  0.000
H (-1.13257, -4.19200, -4.35009)  0.000
H (-1.64479, -3.89140, -2.75163)  -0.001
H (-1.99985, -2.10924, -5.12001)  0.003
H (-2.81150, -0.41700, -3.81619)  0.016
H (-3.54878, -2.04211, -1.74020)  -0.001
H (-2.91078, -0.46980, -1.30100)  0.000
H (-1.63351, -1.76858, 0.09327)  0.000
H (-1.50965, -3.10721, -1.02923)  0.000
H (-1.13892, 0.89107, -1.09701)  -0.001
H (-2.03253, 1.36048, -2.53300)  0.000
H (-0.44173, 2.03006, -2.26427)  0.010
P (-1.55567, 0.89594, -5.94190)  0.088
P (1.80406, -1.07069, -6.23963)  0.007
N (-3.25031, 0.38682, -6.36929)  0.006
N (-1.86440, 2.28481, -7.30453)  0.068
N (1.34391, -2.55089, -7.11769)  0.001
N (3.29829, -1.04724, -7.41510)  0.036
C (-0.74939, -0.20114, -7.14034)  0.013
C (0.76053, 0.07693, -7.22238)  0.004
C (-4.37714, 0.85808, -5.68368)  0.000
C (-5.49529, 0.15937, -6.13041)  0.006
C (-5.06749, -0.71660, -7.17101)  -0.001
C (-3.69796, -0.52893, -7.32527)  0.009
C (-1.74507, 3.63441, -7.06261)  0.319
C (-2.18334, 4.34995, -8.18103)  0.173
C (-2.59293, 3.40719, -9.16814)  0.075
C (-2.36940, 2.13918, -8.60335)  0.352
C (1.32060, -3.85837, -6.61321)  0.012
C (0.76303, -4.70478, -7.55584)  0.006
C (0.48425, -3.91749, -8.71044)  0.008
C (0.85619, -2.62377, -8.42301)  0.014
C (3.83431, -2.02660, -8.25785)  0.330
C (4.82120, -1.45449, -9.07208)  0.120
C (4.93794, -0.07450, -8.67191)  0.119
C (3.97892, 0.14765, -7.67241)  0.334
H (-1.15522, -0.13074, -8.15807)  0.002
H (-0.95043, -1.21856, -6.79387)  0.004
H (1.10087, 0.09727, -8.27243)  0.001
H (1.01316, 1.06073, -6.79042)  0.001
H (-4.24158, 1.61986, -4.92721)  0.000
H (-6.50744, 0.25630, -5.75258)  0.000
H (-5.68700, -1.39632, -7.74191)  0.000
H (-3.01068, -1.00256, -8.02267)  0.000
H (-1.32747, 3.95844, -6.11521)  0.013
H (-2.21105, 5.42705, -8.28170)  0.004
H (-2.99851, 3.59249, -10.15116)  -0.001
H (-2.51665, 1.17384, -9.05050)  0.013
H (1.75203, -4.06054, -5.66277)  0.000
H (0.48700, -5.74760, -7.41275)  0.000
H (0.01088, -4.24934, -9.64564)  0.000
H (0.84603, -1.74296, -9.07825)  0.000
H (3.47943, -3.04603, -8.24166)  0.008
H (5.38425, -1.98052, -9.81949)  0.002
H (5.64206, 0.63333, -9.04958)  0.002
H (3.72713, 1.04515, -7.12524)  0.013
C (2.14212, 1.40016, 0.01143)  0.000
O (1.59772, 0.45279, -0.94413)  0.002
C (1.49377, 0.65294, -2.29566)  0.015
O (2.16850, 1.41853, -2.96382)  0.039
H (3.18496, 1.59302, -0.19063)  0.000
H (2.06227, 0.88087, 0.96302)  0.000
H (1.55905, 2.31928, 0.01569)  0.000

Forces on atoms 1 to 2 (eV/Å):
1.963 -0.812 1.778
0.559 0.088 0.466

Results
Multiplicity: 4
Electronic energy, eV: -61428.6281
⟨S²⟩: 3.799
Orbital gap (alpha / beta), eV: 5.923 / 3.351
LUMO (alpha / beta), eV: -6.2 / -9.1
Net charge: +2